Record 1
# C30H75N5O10

C30H75N5O10 as an isolated structure (ωB97M-V/def2-TZVPD, the Open Molecules 2025 dataset).

```
120
Properties=species:S:1:pos:R:3
C -26.570 7.210 1.324
O -25.810 8.008 2.226
C -25.561 7.412 3.513
C -24.636 8.375 4.185
N -23.326 8.253 3.395
C -22.283 8.992 4.095
C -22.271 10.560 4.005
O -21.824 11.088 2.729
C -21.731 12.503 2.745
H -27.097 7.759 0.544
H -27.323 6.521 1.707
H -25.858 6.531 0.854
H -25.011 6.483 3.366
H -26.456 7.071 4.034
H -24.496 7.989 5.194
H -24.978 9.410 4.201
H -23.415 8.641 2.467
H -21.325 8.661 3.695
H -22.298 8.710 5.147
H -21.748 10.931 4.886
H -23.274 10.971 4.121
H -22.640 13.057 2.509
H -20.961 12.753 2.014
H -21.329 12.968 3.645
C -20.464 15.403 6.777
O -21.455 14.400 6.884
C -21.878 13.946 5.713
C -23.177 13.213 6.025
N -23.762 13.005 4.650
C -24.951 12.235 4.769
C -25.885 12.502 3.606
O -26.540 13.791 3.753
C -27.431 14.158 2.767
H -19.772 15.365 7.619
H -20.895 16.381 6.993
H -19.872 15.571 5.878
H -21.172 13.210 5.327
H -21.942 14.830 5.079
H -23.751 13.761 6.772
H -22.982 12.214 6.417
H -23.896 13.908 4.218
H -25.543 12.409 5.668
H -24.743 11.175 4.918
H -26.576 11.667 3.724
H -25.490 12.510 2.590
H -27.697 15.212 2.848
H -28.430 13.725 2.714
H -26.890 13.995 1.835
C -26.989 13.645 0.368
O -26.704 12.716 1.419
C -27.750 12.303 2.239
C -27.951 10.793 1.949
N -28.918 10.506 0.889
C -28.603 9.189 0.232
C -29.759 8.753 -0.803
O -29.998 9.723 -1.831
C -31.172 9.464 -2.586
H -27.884 13.350 -0.181
H -26.114 13.765 -0.271
H -27.314 14.621 0.728
H -28.650 12.861 1.981
H -27.426 12.345 3.278
H -28.532 10.426 2.795
H -26.973 10.312 1.959
H -28.769 11.042 0.046
H -28.461 8.342 0.903
H -27.679 9.198 -0.348
H -30.630 8.812 -0.150
H -29.601 7.810 -1.327
H -31.086 8.505 -3.099
H -31.390 10.197 -3.363
H -32.048 9.535 -1.941
C -17.151 19.056 10.207
O -18.183 18.610 9.317
C -18.648 19.562 8.306
C -19.709 18.836 7.506
N -19.099 18.081 6.414
C -20.019 17.322 5.526
C -20.861 18.075 4.676
O -22.310 18.030 5.046
C -23.250 17.890 4.069
H -16.229 19.223 9.650
H -16.866 18.524 11.115
H -17.339 20.073 10.549
H -17.913 20.014 7.640
H -19.146 20.325 8.905
H -20.394 19.583 7.105
H -20.348 18.263 8.177
H -18.489 17.512 6.984
H -20.446 16.366 5.826
H -19.288 16.932 4.818
H -20.860 17.579 3.705
H -20.391 19.029 4.439
H -24.095 17.988 4.750
H -23.160 16.892 3.638
H -23.227 18.500 3.166
C -29.127 15.321 3.819
O -29.459 15.911 2.522
C -30.082 15.027 1.555
C -30.416 15.723 0.212
N -31.881 15.946 0.103
C -32.107 16.900 -0.917
C -33.484 17.041 -1.406
O -33.602 18.168 -2.243
C -34.734 18.052 -3.129
H -28.733 14.309 3.725
H -30.090 15.216 4.320
H -28.320 15.776 4.392
H -31.067 14.814 1.972
H -29.668 14.022 1.470
H -30.192 15.133 -0.677
H -29.796 16.619 0.166
H -32.083 16.345 1.008
H -31.509 16.627 -1.787
H -31.695 17.874 -0.656
H -34.167 17.274 -0.589
H -33.743 16.075 -1.839
H -34.736 18.832 -3.890
H -35.672 18.034 -2.574
H -34.669 17.034 -3.513
```

The frontier orbital gap comes out at 8.58 eV. Its LUMO energy is 0.61 eV. The calculation puts the HOMO energy at -7.97 eV. The maximum force is 8.53 eV/A.

Record 2
# C30H76F6N6O13S2

A 6-piece molecular cluster, C30H76F6N6O13S2 overall (ωB97M-V/def2-TZVPD, the Open Molecules 2025 dataset).

```
133
Properties=species:S:1:pos:R:3
C -0.900 4.524 -3.519
C -2.442 3.985 -3.521
C -3.107 4.150 -2.189
O -3.117 5.511 -1.900
C -3.338 5.635 -0.510
N -3.149 4.675 -4.744
H -2.656 5.482 -5.099
H -3.365 4.096 -5.543
H -4.088 4.979 -4.530
H -0.509 4.147 -4.464
H -0.313 4.047 -2.734
H -0.783 5.606 -3.450
H -2.527 2.916 -3.713
H -2.352 3.689 -1.552
H -4.102 3.730 -2.040
H -2.927 6.606 -0.233
H -2.647 4.972 0.010
H -4.309 5.700 -0.018
C 8.892 -2.069 2.981
O 7.439 -1.775 2.877
C 7.168 -0.531 3.420
C 5.670 -0.285 3.276
N 4.856 -1.326 4.053
H 5.104 -2.287 3.865
H 5.186 -1.213 5.001
C 3.307 -1.206 3.996
C 2.638 -1.380 2.592
O 3.359 -2.460 1.881
C 2.528 -3.647 1.744
H 9.153 -2.138 4.037
H 9.474 -1.308 2.462
H 9.027 -3.068 2.565
H 7.709 0.289 2.948
H 7.492 -0.404 4.453
H 5.244 -0.435 2.284
H 5.342 0.681 3.661
H 3.213 -0.199 4.403
H 2.796 -1.866 4.696
H 2.727 -0.435 2.056
H 1.553 -1.456 2.518
H 1.559 -3.384 1.319
H 2.440 -4.196 2.681
H 2.854 -4.464 1.100
C 5.688 1.205 -2.192
O 4.865 1.828 -3.132
C 3.614 2.227 -2.554
C 2.635 2.781 -3.610
N 2.378 1.599 -4.567
H 3.210 1.040 -4.690
H 1.738 0.981 -4.088
C 1.800 1.936 -5.972
C 1.918 0.625 -6.738
O 3.253 0.165 -6.771
C 3.213 -1.198 -7.273
H 6.503 0.649 -2.656
H 5.149 0.333 -1.820
H 6.194 1.845 -1.469
H 3.842 2.910 -1.735
H 3.010 1.509 -1.999
H 3.053 3.451 -4.361
H 1.632 2.991 -3.238
H 2.449 2.679 -6.436
H 0.753 2.236 -5.981
H 1.716 0.923 -7.767
H 1.064 -0.030 -6.566
H 2.450 -1.851 -6.851
H 4.177 -1.704 -7.336
H 2.888 -1.324 -8.306
C -5.031 3.978 8.094
O -4.965 3.063 7.025
C -5.736 1.797 7.047
C -5.358 1.019 5.797
N -5.698 1.922 4.595
H -6.698 2.028 4.696
H -5.342 2.821 4.887
C -5.248 1.438 3.189
C -3.745 1.740 2.887
O -3.307 3.070 3.107
C -2.004 3.428 2.612
H -5.402 3.320 8.879
H -5.803 4.690 7.800
H -4.129 4.529 8.361
H -6.812 1.901 7.181
H -5.354 1.255 7.912
H -6.006 0.165 5.598
H -4.282 0.891 5.679
H -5.900 2.037 2.554
H -5.541 0.412 2.965
H -3.658 1.412 1.851
H -3.303 0.972 3.522
H -2.015 4.517 2.652
H -1.864 3.038 1.604
H -1.180 3.140 3.264
C -0.744 -5.892 -2.698
O -1.895 -5.209 -2.259
C -1.876 -3.807 -2.321
C -3.220 -3.313 -1.621
N -3.404 -4.000 -0.321
H -4.406 -4.050 -0.201
H -3.115 -4.967 -0.345
C -2.622 -3.520 0.888
C -2.822 -4.496 2.118
O -2.723 -5.842 1.847
C -3.131 -6.705 2.834
H -0.959 -6.466 -3.599
H -0.516 -6.698 -2.000
H 0.185 -5.342 -2.850
H -1.785 -3.409 -3.332
H -1.087 -3.379 -1.703
H -4.090 -3.554 -2.232
H -3.257 -2.229 -1.508
H -3.096 -2.633 1.307
H -1.577 -3.485 0.581
H -3.735 -4.105 2.567
H -2.065 -4.241 2.859
H -2.889 -6.301 3.817
H -2.779 -7.726 2.687
H -4.216 -6.803 2.874
C 0.137 0.380 -0.162
F 1.465 0.720 0.039
F -0.272 -0.762 0.473
F -0.585 1.439 0.384
S -0.227 0.225 -2.069
O -1.356 -0.711 -2.149
O -0.545 1.583 -2.479
N 1.241 -0.248 -2.699
S 1.269 -1.720 -2.858
O 1.052 -2.458 -1.611
O 0.604 -2.247 -4.062
C 3.185 -2.004 -3.239
F 3.688 -1.124 -4.142
F 3.863 -1.852 -2.095
F 3.399 -3.330 -3.485
```

The frontier orbital gap comes out at 9.06 eV. Its LUMO energy is -7.88 eV. The calculation puts the HOMO energy at -16.94 eV. The maximum force is 9.29 eV/A. As for the charge: +4.